Below is a structure of composition C3H3CoO3, with properties calculated with ωB97M-V/def2-TZVPD.

For the HOMO energy (alpha / beta), the calculation gives -11.71 / -15.19 eV. For the total energy, the calculation gives -1724.146450 hartree. For the HOMO-LUMO gap (alpha / beta), the calculation gives 6.52 / 7.09 eV. The expectation value of S² is 8.77. As for the LUMO energy (alpha / beta): -5.19 / -8.10 eV. As for the energy above the lowest of the compared OMol25 structures with the same formula, charge and spin: 124.0 kJ/mol. As for the spin multiplicity: 6. The total charge is +1.

Each line ends with the Mulliken spin population.
Element x y z (Å)
O -1.967 -0.356 0.284  0.23
O 0.523 0.458 -1.460  0.34
C 1.658 0.399 -0.784  0.14
C 1.743 0.227 0.561  0.50
O -3.936 -0.906 1.362  0.22
C -3.171 -0.892 0.439  0.69
Co -1.161 0.141 -1.228  2.78
H 2.582 0.357 -1.383  0.03
H 1.078 0.784 1.228  0.03
H 2.651 -0.212 0.979  0.04